1.
85
Properties=species:S:1:pos:R:3 method="wB97M-V/def2-TZVPD" total_charge=0 orbital_gap_ev=8.477
C 6.828 -3.221 -1.029
C 5.665 -2.583 -1.096
C 4.128 -2.023 -0.978
C 3.294 -3.258 -1.577
I 4.160 -4.268 -3.340
C 2.038 -3.767 -1.108
C 1.294 -3.068 0.146
I 1.035 -5.498 -2.061
C 3.925 -0.575 -1.697
O 3.361 0.329 -0.671
C 3.989 -0.232 0.541
O 4.457 0.394 1.567
O 4.067 -1.692 0.434
H 7.779 -3.739 -0.611
H 0.894 -2.031 -0.154
H 1.992 -2.955 1.072
H 0.412 -3.748 0.490
H 4.910 -0.056 -2.019
H 3.312 -0.556 -2.677
N -0.687 3.411 1.584
C 0.077 3.632 2.670
C 1.298 3.015 2.892
C 1.758 2.114 1.941
C 0.994 1.866 0.819
C -0.212 2.534 0.682
H -0.329 4.342 3.384
H 1.873 3.232 3.783
H 2.706 1.606 2.074
H 1.329 1.167 0.063
H -0.845 2.374 -0.186
N -1.600 -4.114 1.597
C -1.888 -5.322 2.114
C -3.132 -5.924 2.020
C -4.144 -5.241 1.358
C -3.876 -3.991 0.817
C -2.598 -3.476 0.960
H -1.066 -5.814 2.624
H -3.307 -6.901 2.454
H -5.132 -5.679 1.265
H -4.642 -3.431 0.295
H -2.338 -2.504 0.551
N 3.628 -1.064 7.472
C 2.970 0.096 7.301
C 2.910 0.778 6.096
C 3.569 0.235 5.002
C 4.258 -0.960 5.150
C 4.256 -1.567 6.395
H 2.474 0.481 8.186
H 2.362 1.709 6.015
H 3.546 0.740 4.041
H 4.784 -1.411 4.316
H 4.777 -2.505 6.561
N 5.889 2.366 -5.474
C 4.928 1.993 -4.611
C 4.735 2.581 -3.370
C 5.585 3.611 -2.992
C 6.588 4.015 -3.863
C 6.697 3.367 -5.083
H 4.291 1.182 -4.950
H 3.941 2.241 -2.716
H 5.467 4.095 -2.028
H 7.269 4.815 -3.599
H 7.462 3.649 -5.799
N -3.631 5.024 -0.897
C -4.526 5.053 -1.900
C -5.297 3.965 -2.278
C -5.134 2.772 -1.585
C -4.216 2.712 -0.546
C -3.495 3.857 -0.241
H -4.615 6.005 -2.413
H -6.005 4.046 -3.094
H -5.719 1.897 -1.853
H -4.064 1.798 0.015
H -2.768 3.861 0.566
N -7.146 0.136 -2.459
C -7.427 -1.081 -1.960
C -8.663 -1.695 -2.074
C -9.675 -1.015 -2.738
C -9.415 0.244 -3.261
C -8.144 0.772 -3.098
H -6.605 -1.571 -1.448
H -8.832 -2.679 -1.655
H -10.658 -1.462 -2.847
H -10.182 0.803 -3.784
H -7.891 1.751 -3.492

2.
19
Properties=species:S:1:pos:R:3 method="wB97M-V/def2-TZVPD" smiles=C[C@]12CC[C@H](C1)C2 total_charge=0 orbital_gap_ev=10.746
C 0.528 0.648 2.003
C 0.254 0.179 0.588
C -0.818 -1.077 0.254
C -0.754 -0.944 -1.293
C 0.201 0.197 -1.512
C 1.352 -0.102 -0.403
C -0.465 1.171 -0.262
H 1.024 1.595 1.809
H -0.373 0.988 2.401
H 1.281 -0.037 2.641
H -1.704 -0.968 0.878
H -0.667 -2.162 0.447
H -0.520 -2.018 -1.678
H -1.806 -0.817 -1.936
H 0.545 0.442 -2.454
H 2.218 0.629 -0.469
H 1.593 -1.142 -0.350
H -0.243 2.240 -0.525
H -1.647 1.178 -0.141

3.
55
Properties=species:S:1:pos:R:3 method="wB97M-V/def2-TZVPD" spin_multiplicity=4 total_charge=+2 orbital_gap_ev="7.997 / 9.909" s_squared=3.758
V 0.073 -0.013 0.134
C 0.560 -2.842 -0.687
C 0.529 -2.042 -2.020
O -0.129 -0.784 -1.896
C -1.478 -0.744 -2.352
C -2.427 -1.566 -1.475
O -2.384 -1.143 -0.119
C -3.547 -0.481 0.353
C -3.578 0.979 -0.111
O -2.280 1.496 0.132
C -2.015 2.723 -0.522
C -0.706 3.270 0.086
O 0.081 2.216 0.640
C 0.246 2.231 2.055
C -0.468 1.050 2.712
O 0.163 -0.102 2.177
C -0.402 -1.353 2.546
C 0.273 -2.410 1.673
O 0.092 -1.984 0.334
H 1.588 -3.161 -0.465
H -0.081 -3.733 -0.736
H 0.061 -2.631 -2.818
H 1.557 -1.816 -2.328
H -1.534 -1.105 -3.387
H -1.742 0.319 -2.327
H -2.126 -2.621 -1.497
H -3.440 -1.493 -1.879
H -3.487 -0.519 1.446
H -4.458 -1.002 0.038
H -4.333 1.540 0.456
H -3.824 1.042 -1.180
H -2.835 3.434 -0.359
H -1.914 2.560 -1.608
H -0.942 4.012 0.856
H -0.112 3.759 -0.695
H -0.099 3.170 2.496
H 1.321 2.127 2.245
H -1.535 1.048 2.452
H -0.343 1.082 3.803
H -1.483 -1.347 2.342
H -0.230 -1.571 3.609
H -0.194 -3.390 1.835
H 1.347 -2.480 1.910
N 7.118 0.338 -1.641
C 6.043 0.381 -1.256
C 4.684 0.399 -0.844
C 3.693 0.756 -1.765
C 2.368 0.675 -1.393
N 1.967 0.234 -0.188
C 2.923 -0.042 0.714
C 4.276 0.032 0.443
H 3.979 1.091 -2.751
H 1.590 0.954 -2.097
H 2.589 -0.351 1.700
H 5.001 -0.195 1.211